Entry one
DFT (ωB97M-V/def2-TZVPD) results for a 6-piece molecular cluster, C24H48O6 overall.

## Properties
Highest occupied orbital energy, eV: -9.094
Gap between HOMO and LUMO, eV: 9.6903
SMILES: C1CCOC1.C1CCOC1.C1CCOC1.C1CCOC1.C1CCOC1.C1CCOC1

ORCA input file:
```
! wB97M-V def2-TZVPD RIJCOSX def2/J DEFGRID3
* xyz 0 1
C 39.7350 5.1630 36.8260
C 41.0680 4.7760 36.2970
C 40.8110 4.1750 34.9300
O 39.5650 4.7360 34.6540
C 38.7820 4.6980 35.8470
H 39.4990 6.2100 36.9180
H 39.6020 4.7120 37.6570
H 41.8010 4.1490 36.9170
H 41.4400 5.7560 36.0780
H 40.7620 3.1970 35.2850
H 41.6010 4.2470 34.2050
H 38.5700 3.6450 36.0690
H 37.9540 5.3960 35.4740
C 42.4940 13.4250 39.2720
C 42.7710 14.1310 37.9860
C 41.8320 15.2960 38.0040
O 41.6500 15.5850 39.3940
C 41.6050 14.3030 40.0820
H 43.2670 13.0490 39.9300
H 41.7590 12.5340 39.1030
H 42.7470 13.5130 37.0360
H 43.9160 14.5800 38.1170
H 40.9350 15.1540 37.3650
H 42.1000 16.1790 37.4820
H 40.5730 13.8350 40.2180
H 42.0240 14.7530 41.0520
C 40.6620 10.1680 36.0360
C 41.3580 8.8390 36.0280
C 42.8780 9.2090 36.0880
O 42.7950 10.2680 37.0430
C 41.7300 11.0720 36.7340
H 39.8970 10.0610 36.6570
H 40.4800 10.6120 35.1440
H 41.1400 8.3830 35.0060
H 41.2110 8.1870 36.9360
H 43.4330 9.4410 34.9940
H 43.6010 8.4120 36.1470
H 41.9370 11.9320 36.1470
H 41.3820 11.5290 37.5570
C 41.2000 8.9550 41.5850
C 40.8160 9.9400 42.6560
C 40.9190 11.2780 41.8530
O 40.3070 10.9740 40.5790
C 40.8350 9.6140 40.2120
H 40.4800 8.0270 41.6290
H 42.0930 8.7310 41.6780
H 41.6720 9.7840 43.3850
H 39.8770 10.0820 43.1730
H 41.9700 11.6460 41.7390
H 40.5780 12.1600 42.3560
H 41.6380 9.4880 39.6170
H 40.0960 9.1680 39.6780
C 42.1120 8.4190 32.0610
C 43.5540 8.6730 32.2000
C 44.1750 7.5960 32.8830
O 43.0760 7.1720 33.5410
C 41.9730 7.1020 32.7200
H 41.6020 8.2870 31.0360
H 41.4520 9.1020 32.7140
H 43.8940 9.5910 32.5740
H 43.9520 8.7830 31.2610
H 44.9000 8.0510 33.3060
H 44.9570 6.8660 32.3130
H 41.1870 7.1590 33.3290
H 42.0350 6.1740 32.2210
C 45.0020 11.0160 38.2700
C 45.1770 9.6000 38.6890
C 46.1370 8.9660 37.5920
O 46.5610 10.2760 36.9430
C 45.4950 11.1350 36.7960
H 45.7250 11.7890 38.5070
H 43.8880 11.2180 38.3920
H 44.2350 8.9390 38.8280
H 45.5170 9.5340 39.6720
H 45.6600 8.3300 36.9520
H 47.0530 8.6110 37.8030
H 44.5660 10.9440 36.0750
H 45.9160 12.1730 36.5350
*
```

---

Entry two
DFT (ωB97M-V/def2-TZVPD) results for a 6-piece molecular cluster, C24H48O6 overall.

## Properties
Highest occupied orbital energy, eV: -9.487
Gap between HOMO and LUMO, eV: 10.1638
SMILES: C1CCOC1.C1CCOC1.C1CCOC1.C1CCOC1.C1CCOC1.C1CCOC1

ORCA input file:
```
! wB97M-V def2-TZVPD RIJCOSX def2/J DEFGRID3
* xyz 0 1
C 4.3645 -3.0394 -0.8147
C 5.4155 -3.7194 -0.1737
C 6.6065 -3.3554 -0.9887
O 6.1045 -2.9124 -2.2377
C 4.9655 -2.2314 -1.8797
H 3.8905 -2.2924 -0.0277
H 3.5285 -3.5584 -1.1137
H 5.0415 -4.7364 -0.1497
H 5.4615 -3.3014 0.8083
H 7.2935 -4.1784 -1.1447
H 7.0855 -2.6284 -0.5267
H 4.0795 -2.0574 -2.8537
H 5.2825 -1.1594 -1.4557
C 1.8365 1.6636 -2.4897
C 1.7595 2.8996 -1.7217
C 2.5525 2.7536 -0.4967
O 2.7765 1.4076 -0.5057
C 2.9755 1.0266 -1.8567
H 2.0155 1.8836 -3.5047
H 1.1405 1.0026 -2.3227
H 0.7655 3.2716 -1.4297
H 2.0715 3.7896 -2.2817
H 2.0125 3.2146 0.4013
H 3.5575 3.2396 -0.6377
H 3.0235 -0.0354 -2.0287
H 3.8675 1.4206 -2.2597
C 1.0655 1.3796 3.0683
C 1.4265 1.9636 4.5103
C 0.4135 2.9886 4.5773
O 0.1005 3.6016 3.4033
C 0.0185 2.4366 2.4603
H 0.6625 0.2006 3.0553
H 1.8085 1.5276 2.3553
H 2.3425 2.3716 4.7043
H 1.4195 1.2316 5.2843
H 0.8655 3.8126 5.0593
H -0.3095 2.6006 5.4023
H 0.3245 2.7376 1.5133
H -1.0255 2.0666 2.4663
C -1.0285 -1.2204 -1.2047
C -0.3925 -0.6674 0.1543
C 0.8625 -1.5914 0.2453
O 0.8175 -2.3944 -0.8797
C -0.4355 -2.6724 -1.4267
H -0.7525 -0.5904 -1.9977
H -2.2025 -1.3944 -1.0187
H -0.9025 -0.5894 1.1263
H -0.0155 0.2296 0.1843
H 0.7835 -2.1134 1.1103
H 1.7985 -1.0444 0.1863
H -0.9605 -3.3714 -0.6177
H -0.5975 -3.1644 -2.3977
C -5.8775 -2.3374 -0.2087
C -4.5085 -3.0324 -0.2027
C -3.7555 -2.7634 1.0353
O -4.2405 -1.4914 1.3333
C -5.7215 -1.4224 0.9743
H -6.6625 -3.0634 -0.2057
H -6.0155 -1.7764 -1.1807
H -3.9315 -2.6774 -1.0807
H -4.6305 -4.0514 -0.5167
H -2.8285 -2.6874 0.9253
H -4.3025 -3.4434 1.6943
H -6.1085 -0.4464 0.6093
H -6.0265 -1.6844 2.0873
C -2.4725 1.9576 -1.4407
C -3.2005 3.1806 -1.8527
C -3.9415 3.6226 -0.6197
O -3.3465 2.9696 0.4293
C -2.9045 1.7576 -0.0867
H -1.2985 2.0246 -1.4777
H -2.5065 1.2476 -2.1247
H -3.9685 2.8646 -2.5977
H -2.5465 3.9496 -2.3627
H -5.0505 3.4676 -0.7327
H -3.8185 4.7396 -0.5317
H -3.7065 1.1266 -0.0727
H -2.1925 1.2646 0.5773
*
```

---

Tell me which of them is the most stable. Sure, it is entry two.

---

Entry one
DFT (ωB97M-V/def2-TZVPD) results for an isolated ion of composition C4H3O3S and charge -1.

## Properties
Highest occupied orbital energy, eV: -2.585
Gap between HOMO and LUMO, eV: 6.2718

ORCA input file:
```
! wB97M-V def2-TZVPD RIJCOSX def2/J DEFGRID3
* xyz -1 1
C -1.8691 0.0572 0.0451
C -1.7233 -1.2182 0.3450
C -0.8839 1.2655 0.3447
C 1.6849 -0.0575 -0.4198
O -1.4402 -2.3686 0.4746
O -1.4060 2.3213 0.0576
O -2.9973 0.6120 -0.4125
S 0.9181 1.1281 0.4107
H 1.9200 -0.8851 0.1446
H 1.2461 -0.1969 -1.5285
H -2.7322 1.5672 -0.3654
*
```

---

Entry two
DFT (ωB97M-V/def2-TZVPD) results for C4H3O3S as an isolated structure.

## Properties
Highest occupied orbital energy, eV: -3.786
Gap between HOMO and LUMO, eV: 7.7213

ORCA input file:
```
! wB97M-V def2-TZVPD RIJCOSX def2/J DEFGRID3
* xyz -1 1
C 1.8834 -0.1503 -0.3528
C 0.6195 0.0869 -1.0732
C 1.5539 -0.3480 0.9677
C -0.3877 -0.0707 -0.0817
O -3.4203 -0.5086 -0.8468
O -3.0227 0.6367 1.4118
O 0.1747 -0.3819 1.0574
S -2.6808 0.5440 -0.0457
H 2.8138 0.0981 -0.8618
H 0.3185 0.5247 -2.0451
H 2.1476 -0.4308 1.8701
*
```

---

Tell me which of them is the most stable. Sure, it is entry two.

---

Entry one
DFT (ωB97M-V/def2-TZVPD) results for an isolated ion of composition C4H7N2S and charge +1.

## Properties
Highest occupied orbital energy (alpha / beta), eV: -13.421 / -12.878
Gap between HOMO and LUMO (alpha / beta), eV: 7.4159 / 6.9134
SMILES: C=[N+]=C=[NH+]CC[S-]

ORCA input file:
```
! wB97M-V def2-TZVPD RIJCOSX def2/J DEFGRID3
* xyz 1 1
C -3.1229 -0.8963 -0.2047
N -1.8977 -0.6214 0.1224
C -0.9117 0.0397 0.2177
N -0.0207 0.9035 0.4223
C 1.4149 0.9383 0.1234
C 2.0649 -0.3300 -0.4387
S 1.4707 -1.6937 0.4312
H -3.6835 -0.3960 -1.0189
H -3.5547 -1.6657 0.4378
H -0.2914 1.6196 1.1131
H 1.9329 1.0234 1.1369
H 1.4160 1.8091 -0.5463
H 1.9617 -0.5375 -1.5463
H 3.2214 -0.1932 -0.2500
*
```

---

Entry two
DFT (ωB97M-V/def2-TZVPD) results for a 2-piece molecular cluster, C4H7N2S overall.

## Properties
Highest occupied orbital energy, eV: -13.645
Gap between HOMO and LUMO, eV: 8.2018

ORCA input file:
```
! wB97M-V def2-TZVPD RIJCOSX def2/J DEFGRID3
* xyz 1 1
C 3.0819 1.5845 0.0272
C -0.0569 0.0038 -1.3297
C -1.3944 0.4013 0.6477
C -0.2065 -1.4764 0.5838
N 2.2106 0.8293 0.1272
N -0.5270 -0.2482 -0.1847
S -2.9472 0.7192 -0.0336
H 3.8625 2.2743 -0.0859
H -3.6263 0.8581 1.1686
H 0.6913 -0.7671 -1.6264
H -0.4764 0.9359 -1.7228
H -0.0164 -2.1460 -0.1800
H -1.1859 -1.8422 1.2037
H 0.5909 -1.1265 1.4049
*
```

---

Tell me which of them is the most stable. Sure, it is entry one.

---

Entry one
DFT (ωB97M-V/def2-TZVPD) results for one molecule with the formula C6H9N3O2S.

## Properties
Highest occupied orbital energy, eV: -7.618
Gap between HOMO and LUMO, eV: 8.3167
SMILES: CS(=O)(=O)C1Nc2c[nH]cc2N1

ORCA input file:
```
! wB97M-V def2-TZVPD RIJCOSX def2/J DEFGRID3
* xyz 0 1
C 1.9373 -3.0522 -0.2735
S 1.1664 -1.5530 0.4650
O 0.4033 -2.0312 1.5649
O 2.2422 -0.6252 0.7226
C -0.0698 -0.5964 -0.9251
N -1.3368 -0.4580 -0.5501
C -1.4610 0.8177 0.0416
C -2.2178 1.7046 0.7557
N -1.5851 2.9419 0.8112
C -0.4016 2.8949 0.0962
C -0.3404 1.6154 -0.4094
N 0.5445 0.7403 -1.1134
H 1.0970 -3.6663 -0.3543
H 2.5664 -2.8288 -1.0717
H 2.6646 -3.4951 0.4755
H 0.1499 -1.2013 -1.6861
H -1.8680 -1.2329 -0.1594
H -3.2994 1.7054 0.9854
H -1.8909 3.8998 1.1742
H 0.1848 3.7122 0.1693
H 1.5145 0.7082 -0.7186
*
```

---

Entry two
DFT (ωB97M-V/def2-TZVPD) results for one molecule with the formula C6H9N3O2S.

## Properties
Highest occupied orbital energy, eV: -8.009
Gap between HOMO and LUMO, eV: 8.4465
SMILES: NNc1ccccc1S(N)(=O)=O

ORCA input file:
```
! wB97M-V def2-TZVPD RIJCOSX def2/J DEFGRID3
* xyz 0 1
N -2.5089 -1.5738 -1.2933
N -1.5225 -0.5612 -0.8612
C -0.3070 -0.9947 -0.5312
C 0.0826 -2.3080 -0.7376
C 1.4799 -2.6586 -0.6603
C 2.3497 -1.7979 0.1380
C 1.9493 -0.4709 0.3721
C 0.6520 -0.0822 0.0119
S -0.0068 1.6055 0.5147
N -0.7433 1.3037 1.9458
O -1.1884 2.0029 -0.3352
O 1.0851 2.6454 0.5054
H -2.7195 -1.3693 -2.2121
H -3.4478 -1.2766 -0.8538
H -2.0694 0.3694 -0.5246
H -0.7660 -2.9622 -1.1300
H 1.6015 -3.6986 -0.9681
H 3.2734 -2.1973 0.3508
H 2.6506 0.0417 1.0857
H -1.3289 2.1214 1.7544
H -0.0743 1.7908 2.8038
*
```

---

Tell me which of them is the most stable. Sure, it is entry one.